ORCA calculation (ωB97M-V/def2-TZVPD) on a molecular structure, C59H43Cl4GeIN7O6Sn.

Geometry as ORCA input:
```
! RIJCOSX wB97M-V def2-TZVPD def2/J DEFGRID3
* xyz -2 2
H -0.48021 -5.44045 0.72046
C 4.15324 -0.91268 -0.91727
C 2.58071 3.45585 4.81484
C 1.39393 3.64189 -1.02162
C 5.35988 -0.46443 -1.45582
C 0.59356 -3.17879 -5.24886
C -2.22467 -4.23688 0.86904
C -5.78908 -0.46057 -1.29230
H -0.01357 8.06156 2.42011
H 0.48085 1.56926 4.30936
C -3.54652 -4.16421 1.29337
C -0.92956 -1.59420 2.62788
C 1.23222 -2.34859 2.56676
C 6.43798 -0.16929 -0.63691
C 1.63953 1.61411 2.51276
C 4.44636 3.42020 6.33857
H -2.00974 1.36179 0.28441
H 0.63217 2.15473 0.94496
H 1.00438 4.57252 -0.63484
C -3.55652 -0.98479 -4.66623
C -3.51102 -0.60584 -7.04442
H -3.37338 0.41440 0.91308
Cl 4.41489 4.67966 2.63815
C -2.99161 0.95186 0.04420
H -3.89653 -7.28456 2.57003
C 3.04736 5.72875 2.70023
N 3.00321 -1.22680 -1.66103
C 0.85881 7.42748 2.49845
H -4.08837 -3.24030 1.13788
Sn 1.05621 -0.85010 -0.44678
C -2.10540 -6.50763 1.66957
H -7.92805 -0.42984 -1.08464
C -2.68674 1.11087 -5.54417
C -4.14888 -5.25947 1.89899
Cl 7.92235 0.37876 -1.37273
H 3.46296 0.28512 5.53913
H 5.45802 -0.35021 -2.52135
O 3.54680 -2.57080 2.89407
C 4.04832 -1.07485 0.48476
H 5.05926 -0.86552 2.35692
O 3.99770 -1.30958 -3.76550
H 5.18555 3.95436 6.92346
C -2.08943 2.37801 -5.33814
O -2.22705 -1.96719 0.20469
H 0.57451 -3.70598 -6.19540
H 0.77473 3.71291 3.84847
H 2.69551 -2.65429 -5.33321
C 1.74947 -1.95599 -3.55947
H -1.84139 2.98789 -6.20036
C 2.67076 -2.11463 2.14683
H -1.86946 2.35992 -1.97038
Cl -0.74114 5.84632 3.96536
H 1.69159 -4.17400 3.57316
H -1.54468 -7.42265 1.82306
C 1.85490 5.35201 3.34359
H -0.70220 -4.53440 4.26256
H -8.15380 -2.89086 -1.24719
H 3.51754 5.21237 5.59303
C -6.04356 -3.20945 -1.49935
C 1.50133 1.32541 4.00293
N 0.33003 -1.43445 2.22561
H -2.38654 -2.78999 3.65346
H -1.62365 -0.81635 2.32548
N 1.58951 1.48625 -1.26677
H -5.70127 0.61853 -1.21055
H 4.07944 7.16472 1.52273
C -0.55836 -3.07401 -4.48042
C -2.12836 2.00060 -2.95899
C -1.34773 -2.68798 3.36630
N 0.63916 -1.82641 -2.84422
Ge -2.84513 -0.34786 -1.42757
N 0.93712 2.46264 -0.59326
H -3.91370 -3.23850 -1.69840
C -0.40613 -3.65169 3.70822
C -7.04759 -1.04758 -1.22015
C 2.35392 3.42868 -2.00291
C -1.50787 -5.41348 1.05937
C 2.06011 7.77958 1.90776
C -3.42794 -6.43225 2.09081
H 3.08898 1.44872 -2.75472
C 3.04700 -1.42830 -2.98305
C 0.90853 -3.47324 3.31994
N 2.80073 -1.47261 0.98190
C 0.77677 6.24678 3.20946
H -2.73633 1.27146 -7.69424
C -1.54130 -3.02504 0.24255
C -2.99048 0.29325 -4.42193
C 2.45425 2.04646 -2.11612
C 2.52928 2.06067 4.82280
H -1.35709 -2.25205 -2.65118
H 1.64071 0.25379 4.13451
C -4.79162 -2.61133 -1.57515
O 0.49852 2.00295 1.95874
H -3.79350 -1.61525 -3.81955
H -4.22922 -2.41200 -6.09239
C -3.80530 -1.42712 -5.93485
C 1.76491 -2.60829 -4.78618
H -3.66860 1.77011 -0.21231
C 3.47630 1.36893 5.56695
H 2.14240 8.69444 1.33610
C -0.48630 -2.37881 -3.28634
H -1.49436 -3.51507 -4.79533
C 5.14155 -0.76324 1.28825
H 5.17534 1.46957 6.87351
O -0.36547 -3.18222 -0.13957
H -3.71156 -0.96161 -8.04834
Cl 7.65226 0.07339 1.80121
C -2.72515 0.76875 -3.09925
I 3.41772 4.87081 -3.04957
O 2.69113 1.49400 1.93477
H -5.17951 -5.20133 2.23040
C 3.14612 6.93071 2.01647
H -6.13194 -4.28799 -1.56338
C 3.51259 4.12838 5.60095
C -1.81053 2.80820 -4.07361
N 1.64947 4.17358 4.04596
C 6.32691 -0.31108 0.73508
C -4.63819 -1.22984 -1.46779
C -2.96881 0.63219 -6.84886
C 4.43771 2.03306 6.31601
H -1.32654 3.76480 -3.91728
C -7.17649 -2.42722 -1.31821
*
```

Results
* ⟨S²⟩: 0.755
* lowest unoccupied orbital energy (spin up / spin down): 3.6 / 3.6 eV
* HOMO energy (spin up / spin down): -2.08 / -2.63 eV
* energy relative to the best compared isomer or geometry (same formula, charge and spin): 0.000 eV

Atomic partial charges in e from the Löwdin method, atoms 1 to 5: 0.116, -0.208, -0.237, -0.240, -0.047